Entry 1:
Here is 2 unconnected molecules or ions with the total composition C4H4N2O from the Open Molecules 2025 dataset. Energies are from ωB97M-V/def2-TZVPD.

Structure (XYZ):
```
11
Properties=species:S:1:pos:R:3:forces:R:3:nbo_charge:R:1
O -2.56120 -0.53813 0.41404 0.929 0.174 -0.192 -0.444
C -1.44111 -0.34293 0.15333 -0.986 -0.188 0.278 0.555
C -0.44910 -0.14349 -0.98345 0.125 0.090 -0.063 -0.185
C -0.01493 1.21977 -0.66308 -0.015 0.172 0.062 0.059
N 0.94266 1.23049 0.22404 -0.228 -0.171 -0.105 -0.403
C 1.09977 -0.11726 0.53867 0.310 -0.070 -0.040 0.062
N 0.67142 -0.87407 -0.55159 -0.031 -0.075 0.164 -0.537
H -0.24979 -0.27416 1.13934 -0.069 0.039 -0.050 0.062
H -0.50277 2.13146 -0.99348 0.072 -0.131 0.033 0.214
H 1.95156 -0.42102 1.14299 -0.133 0.039 -0.067 0.223
H 0.55349 -1.87067 -0.42081 0.026 0.119 -0.020 0.394
```
Positions in Å, forces in eV/Å.

Calculated values
E_tot (Eh): -339.4279
Frontier orbital gap (spin up / spin down) (eV): 9.4 / 9.4
Strongest force on any atom (Eh/bohr): 0.02025
Multiplicity: 1
ΔE to the lowest compared entry with this formula, charge and spin (kJ/mol): 403.7

Entry 2:
Here is a single C4H4N2O molecule from the Open Molecules 2025 dataset. Energies are from ωB97M-V/def2-TZVPD.

Structure (XYZ):
```
11
Properties=species:S:1:pos:R:3:forces:R:3:nbo_charge:R:1
N 2.40590 0.25526 0.02439 -0.742 -0.163 0.008 -0.642
C 1.16688 0.02135 0.01403 -0.657 1.068 -0.025 0.477
C 0.47274 -1.29589 0.02783 -0.362 0.353 -0.014 0.016
N -0.80507 -1.38370 0.01157 0.220 -0.214 0.010 -0.361
C -1.59707 -0.24484 -0.01838 -0.131 0.067 -0.002 -0.160
C -1.08611 0.99104 -0.03033 -0.003 -0.608 0.011 0.163
O 0.25845 1.17116 -0.01475 0.564 -0.872 0.022 -0.490
H 2.55571 1.26884 0.01371 0.116 -0.250 -0.005 0.360
H 1.01942 -2.25028 0.05341 0.185 0.773 -0.015 0.216
H -2.66362 -0.41634 -0.02949 0.025 0.090 -0.004 0.212
H -1.72722 1.88340 -0.05197 0.785 -0.244 0.013 0.208
```
Positions in Å, forces in eV/Å.

Calculated values
SMILES: [H]/N=c1/cncco1
E_tot (Eh): -339.5244
Frontier orbital gap (eV): 9.0
Strongest force on any atom (Eh/bohr): 0.02439
Multiplicity: 1
ΔE to the lowest compared entry with this formula, charge and spin (kJ/mol): 150.4

Entry 3:
Here is a single C4H4N2O molecule from the Open Molecules 2025 dataset. Energies are from ωB97M-V/def2-TZVPD.

Structure (XYZ):
```
11
Properties=species:S:1:pos:R:3:forces:R:3:nbo_charge:R:1
O -1.72419 1.88217 0.90357 -0.033 -0.119 -0.386 -0.562
C -1.11574 0.99835 0.33847 -0.305 0.128 -0.032 0.592
C -0.70277 -0.20966 1.04768 -0.033 0.189 0.132 -0.312
C 0.41019 -0.83143 0.64450 0.071 0.766 0.087 -0.002
N 0.88337 -0.64277 -0.64415 -0.060 0.275 0.189 -0.578
C 0.26315 0.31544 -1.40133 -0.085 0.028 -0.006 0.296
N -0.63569 1.12932 -0.98289 -0.045 -0.224 -0.097 -0.498
H -1.04335 -0.39201 2.05814 -0.009 0.345 -0.003 0.230
H 1.04244 -1.06853 1.47865 0.600 -1.562 -0.327 0.227
H 1.57188 -1.24578 -1.07385 -0.061 0.220 0.317 0.420
H 0.60298 0.38079 -2.43509 -0.039 -0.047 0.126 0.187
```
Positions in Å, forces in eV/Å.

Calculated values
SMILES: O=c1cc[nH]cn1
E_tot (Eh): -339.5515
Frontier orbital gap (eV): 9.8
Strongest force on any atom (Eh/bohr): 0.03315
Multiplicity: 1
ΔE to the lowest compared entry with this formula, charge and spin (kJ/mol): 79.3

Entry 4:
Here is a single C4H4N2O molecule from the Open Molecules 2025 dataset. Energies are from ωB97M-V/def2-TZVPD.

Structure (XYZ):
```
11
Properties=species:S:1:pos:R:3:forces:R:3:nbo_charge:R:1
N -0.65100 -2.14479 0.57984 0.228 0.121 -0.185 -0.651
C 0.00243 -1.13003 0.21119 -0.244 -0.107 0.173 0.484
C 0.25051 0.00951 1.08819 -0.094 0.163 -0.084 -0.205
C 0.24096 1.21238 0.50337 0.027 -0.147 0.100 -0.234
C 0.27612 1.25971 -0.94668 0.010 -0.136 -0.171 -0.028
N 0.44333 0.24047 -1.70891 -0.128 0.485 0.139 -0.055
O 0.44716 -0.99821 -1.09308 -0.083 -0.120 0.112 -0.354
H -0.86834 -2.72384 -0.23181 0.144 -0.159 0.095 0.355
H 0.28865 -0.15497 2.15928 -0.163 0.027 -0.159 0.241
H 0.19812 2.13235 1.07402 0.235 -0.041 -0.084 0.231
H 0.22862 2.20183 -1.48338 0.068 -0.086 0.066 0.216
```
Positions in Å, forces in eV/Å.

Calculated values
SMILES: [H]/N=c1/cccno1
E_tot (Eh): -339.4892
Frontier orbital gap (eV): 9.4
Strongest force on any atom (Eh/bohr): 0.01013
Multiplicity: 1
ΔE to the lowest compared entry with this formula, charge and spin (kJ/mol): 242.8

Entry 5:
Here is a single C4H4N2O molecule from the Open Molecules 2025 dataset. Energies are from ωB97M-V/def2-TZVPD.

Structure (XYZ):
```
11
Properties=species:S:1:pos:R:3:forces:R:3:nbo_charge:R:1
N 1.17140 0.06082 2.90291 -0.890 0.035 -0.768 -0.275
C 0.33117 0.03723 2.10418 0.673 0.019 0.510 0.199
C -0.67267 -0.06357 1.05622 0.941 -1.530 -1.059 -0.007
O -0.76413 0.93046 0.16817 0.757 -0.369 -1.478 -0.504
C -0.00922 0.66050 -1.18943 -1.100 0.973 1.679 -0.113
C 0.40396 -0.76326 -1.12389 0.715 0.336 -1.925 0.025
N 0.95451 -1.25028 -2.04654 -0.143 -0.804 0.891 -0.193
H -1.58235 -0.61218 1.32067 0.127 0.412 -0.015 0.225
H 0.02052 -1.14773 0.08410 -0.802 0.961 1.454 0.179
H -0.71888 0.82965 -2.00804 0.122 0.077 0.455 0.232
H 0.86568 1.31836 -1.26835 -0.400 -0.109 0.256 0.231
```
Positions in Å, forces in eV/Å.

Calculated values
E_tot (Eh): -339.4011
Frontier orbital gap (eV): 8.2
Strongest force on any atom (Eh/bohr): 0.04337
Multiplicity: 1
ΔE to the lowest compared entry with this formula, charge and spin (kJ/mol): 474.0

Entry 6:
Here is a molecular structure, C4H4N2O from the Open Molecules 2025 dataset. Energies are from ωB97M-V/def2-TZVPD.

Structure (XYZ):
```
11
Properties=species:S:1:pos:R:3:forces:R:3:nbo_charge:R:1
O -1.42303 -2.23337 0.00007 0.201 0.786 0.087 -0.504
C -1.16794 -1.08558 0.10366 -0.180 -0.363 0.045 0.855
C 0.28054 -0.77090 -1.30153 0.505 0.170 0.089 -0.402
C 1.26402 -0.19491 -0.82297 -0.457 -0.287 -0.203 -0.045
N 0.71367 0.77870 1.00824 -0.276 0.091 0.044 -0.660
C -0.55506 1.00752 0.91877 0.163 0.015 0.015 0.299
N -1.44654 0.04837 0.60320 0.144 -0.267 -0.038 -0.580
H -0.15569 -1.34626 -2.09551 0.096 0.110 0.091 0.274
H 2.26052 0.15784 -0.65565 -0.212 -0.047 -0.051 0.237
H 1.22588 1.64599 1.16805 -0.064 -0.100 -0.005 0.358
H -0.99835 1.99334 1.07715 0.079 -0.107 -0.074 0.168
```
Positions in Å, forces in eV/Å.

Calculated values
E_tot (Eh): -339.4408
Frontier orbital gap (eV): 9.9
Strongest force on any atom (Eh/bohr): 0.01586
Multiplicity: 1
ΔE to the lowest compared entry with this formula, charge and spin (kJ/mol): 369.9